No. 1
{"formula": "C6H14O2", "method": "ωB97M-V with the def2-TZVPD basis set", "symbols": ["C", "C", "C", "C", "C", "C", "H", "H", "H", "H", "H", "H", "H", "H", "H", "H", "O", "H", "H", "O", "H", "H"], "xyz": [[0.3190, -2.5068, 1.7622], [0.5022, -1.1874, 1.7552], [-0.0570, -0.3459, 0.7008], [-0.7872, 0.7320, 1.0067], [-1.2595, 1.8130, 0.0607], [-1.4780, 1.4513, -1.4162], [0.7912, -3.0900, 2.5413], [-0.0717, -3.0679, 0.9286], [1.0861, -0.7158, 2.5418], [0.0136, -0.6346, -0.3433], [-0.9463, 1.1440, 1.9963], [-2.0884, 2.4274, 0.5234], [-0.6522, 2.7381, 0.0580], [-2.5204, 1.2180, -1.6292], [-0.8815, 0.5848, -1.6919], [-1.2504, 2.2381, -2.1578], [5.3914, 1.2472, -0.1060], [5.6545, 0.9197, -0.9721], [5.3511, 2.1920, -0.0784], [-2.0027, -2.3677, -1.8466], [-2.5484, -3.1359, -2.1055], [-2.5655, -1.6537, -1.5280]], "atomic_forces_ev_per_a": [[1.25, 0.08, 0.22], [-0.17, -0.94, -0.25], [-1.07, 1.01, 0.29], [0.61, 1.69, -0.79], [-0.80, 1.76, -0.45], [-0.46, 0.09, -0.25], [-0.15, -0.12, 0.14], [-0.50, 0.15, -0.09], [-0.31, 0.03, 0.07], [0.22, -0.18, 0.12], [0.35, -0.83, 0.56], [-0.26, -1.48, -0.53], [1.16, -0.87, 0.20], [-0.13, -0.30, 0.14], [0.03, -0.02, -0.07], [0.19, -0.09, 0.66], [-0.07, -1.24, 0.42], [-0.04, 0.55, 0.05], [0.11, 0.69, -0.47], [0.06, -0.54, -0.22], [0.18, 0.91, 0.34], [-0.20, -0.34, -0.08]], "mol_weight_g_mol": 118.18, "smiles": "C=C/C=C/CC.O.O", "e_tot_ha": -387.410351, "e_homo_ev": -8.62}



No. 2
{"formula": "C6H14O2", "method": "ωB97M-V with the def2-TZVPD basis set", "symbols": ["C", "C", "C", "C", "C", "C", "H", "H", "H", "H", "H", "H", "H", "H", "H", "H", "H", "H", "O", "H", "H", "O"], "xyz": [[-2.3251, -0.7871, -1.5497], [-1.5779, 0.0167, -0.5920], [-0.0210, 0.6666, -0.0036], [0.6926, 1.2551, -1.1763], [-0.8493, -1.0203, 1.6537], [-0.5089, -0.6829, 0.1484], [-2.7062, -1.7005, -1.1037], [-3.1748, -0.2693, -1.9598], [-1.6528, -1.0614, -2.3654], [-0.2581, 1.3534, 0.8043], [0.0332, 1.8819, -1.7774], [1.5836, 1.8147, -0.9128], [0.8559, 0.4602, -1.9233], [-1.4303, -0.1370, 1.9057], [-1.4308, -1.9326, 1.5931], [0.1005, -1.4398, -0.3314], [3.1296, -0.8391, -0.0652], [0.0536, -1.0803, 2.2365], [2.5884, -0.6086, 0.6974], [2.3036, 1.9681, 2.2781], [2.5098, 0.5367, 1.0265], [2.0845, 1.6054, 1.4170]], "atomic_forces_ev_per_a": [[-1.18, 0.60, 0.23], [2.32, -1.26, 0.55], [-1.09, 2.64, -0.30], [-0.51, -1.10, -1.26], [-0.53, 0.80, -2.10], [0.64, -0.80, 0.80], [0.27, -0.44, 0.16], [-0.22, 0.33, -0.45], [0.32, -0.02, 0.02], [0.41, -0.15, 0.00], [-0.21, 0.59, 0.54], [0.09, -0.21, 0.35], [0.72, 0.02, 0.46], [-0.35, -0.33, 0.94], [-0.15, -0.06, 0.61], [-0.21, -0.41, -0.25], [0.06, 0.31, 0.20], [0.38, -0.09, -0.05], [-0.44, -0.30, -0.32], [0.23, -0.36, -0.07], [-0.02, -0.31, 0.37], [-0.51, 0.55, -0.43]], "mol_weight_g_mol": 118.18, "e_tot_ha": -387.225345, "e_homo_ev": -7.89}



No. 3
{"formula": "C6H14O2", "method": "ωB97M-V with the def2-TZVPD basis set", "symbols": ["C", "C", "C", "C", "C", "C", "H", "H", "H", "H", "H", "H", "H", "H", "H", "H", "O", "H", "H", "O", "H", "H"], "xyz": [[-0.4703, 1.4081, -2.5854], [-1.0421, 0.9389, -1.4994], [-1.2426, 1.7243, -0.3054], [-1.3762, 1.5135, 1.0224], [-1.3065, 0.1281, 1.5957], [-1.6170, 2.5763, 1.9893], [-0.2845, 2.3939, -2.8861], [-0.4155, 0.8685, -3.5052], [-1.3559, -0.1514, -1.4254], [-1.3272, 2.6624, -0.6245], [-2.1901, -0.1053, 2.1384], [-0.5241, 0.0425, 2.2836], [-1.0784, -0.5671, 0.7666], [-2.2732, 2.1219, 2.7572], [-2.2605, 3.4811, 1.6475], [-0.6920, 3.0496, 2.4715], [4.2688, -4.4223, -1.5754], [4.8749, -4.1449, -2.2013], [3.3850, -4.2548, -2.0339], [1.2909, -1.8799, 1.2338], [0.4116, -2.0010, 0.8216], [1.5810, -2.7131, 1.2193]], "atomic_forces_ev_per_a": [[-0.78, -0.64, -1.61], [-0.21, -2.94, 1.41], [-0.15, -1.81, 1.83], [0.44, -1.30, -2.24], [0.17, 0.24, -1.97], [-1.17, 2.79, 1.43], [0.49, 1.80, 0.85], [0.11, -1.19, -0.17], [0.61, 1.27, -0.43], [-0.25, 4.34, -0.68], [-1.01, -0.44, 0.20], [1.44, -0.07, 1.13], [-0.50, 0.06, 0.58], [0.61, 0.42, 0.19], [1.24, -1.50, -0.01], [-1.14, -0.98, -0.54], [-3.90, -0.49, 0.86], [2.12, 0.88, -1.93], [1.77, -0.39, 1.07], [-2.87, 4.51, -0.49], [0.57, 0.58, 0.36], [2.39, -5.15, 0.15]], "mol_weight_g_mol": 118.18, "smiles": "C=CC=C(C)C.O.O", "e_tot_ha": -387.392561, "e_homo_ev": -8.41}



No. 4
{"formula": "C6H14O2", "method": "ωB97M-V with the def2-TZVPD basis set", "symbols": ["C", "C", "C", "C", "C", "C", "H", "H", "H", "H", "H", "H", "H", "H", "H", "H", "O", "H", "H", "O", "H", "H"], "xyz": [[-1.4133, -2.1481, 0.6078], [-0.3365, -1.4260, 0.9183], [1.0243, -2.0381, 0.6734], [-0.4678, -0.0566, 1.4423], [0.2973, 0.4650, 2.3977], [-1.2631, 0.8544, 0.5439], [-2.4352, -1.8443, 0.7843], [-1.3547, -3.1584, 0.2328], [1.8322, -1.3355, 0.9825], [1.2467, -2.1626, -0.3832], [1.1342, -3.0122, 1.1168], [0.2507, 1.5346, 2.6242], [0.9473, -0.0195, 3.1159], [-1.9001, 1.5848, 1.0997], [-2.1038, 0.3720, 0.0370], [-0.7133, 1.4019, -0.2080], [1.1967, 0.1549, -2.9179], [0.3342, 0.5821, -2.8415], [1.5118, 0.0400, -2.0139], [0.4756, 3.1623, -2.1926], [1.0789, 2.5130, -1.8377], [-0.1749, 3.2796, -1.4680]], "atomic_forces_ev_per_a": [[-0.24, -0.15, 0.26], [-0.46, -1.28, -0.14], [0.98, 1.38, -0.07], [1.08, 0.66, -0.90], [-0.22, 0.86, 0.79], [-2.54, 0.82, 0.78], [0.00, 0.43, 0.03], [0.34, -0.13, -0.13], [-0.51, -0.70, 0.31], [-0.40, -0.10, -0.35], [0.13, -0.25, 0.41], [-0.28, -0.22, -0.26], [0.01, -0.67, -0.44], [1.07, -0.03, 0.08], [0.56, -0.60, -0.27], [0.46, -0.04, -0.12], [0.01, 0.08, 0.17], [0.11, -0.03, -0.03], [-0.11, -0.09, -0.09], [-1.01, 0.24, 0.70], [0.48, -0.27, -0.02], [0.52, 0.07, -0.69]], "mol_weight_g_mol": 118.18, "smiles": "C=C(C)C(=C)C.O.O", "e_tot_ha": -387.422927, "e_homo_ev": -9.14}



No. 5
{"formula": "C6H14O2", "method": "ωB97M-V with the def2-TZVPD basis set", "symbols": ["C", "C", "C", "C", "C", "C", "H", "H", "H", "H", "H", "H", "H", "H", "H", "H", "O", "H", "H", "O", "H", "H"], "xyz": [[-0.0296, 2.4315, 0.7216], [0.0933, 1.8401, -0.5036], [-0.2619, 0.4384, -0.6241], [0.2773, -0.5189, 0.1620], [0.2197, -1.9807, 0.1387], [1.2704, -2.5994, -0.7079], [-0.1787, 2.0507, 1.7025], [0.2999, 3.4502, 0.8044], [0.3166, 2.2211, -1.5857], [-1.2072, 0.4490, -1.1496], [0.9716, -0.2105, 0.9122], [0.0971, -2.4179, 1.1565], [-0.7684, -2.2241, -0.3149], [1.3942, -2.2052, -1.6951], [1.1483, -3.6645, -0.8494], [2.3597, -2.5374, -0.2963], [-0.5770, 0.6343, 3.3415], [0.1304, 0.0181, 3.5740], [-0.4832, 1.4493, 3.7926], [-1.7049, 0.9243, -3.2542], [-2.0183, 1.7923, -2.9075], [-1.3493, 0.6593, -2.4179]], "atomic_forces_ev_per_a": [[1.78, 1.31, -2.82], [-0.20, 0.61, 0.81], [-0.05, -1.06, 1.83], [0.02, 1.21, -0.58], [-3.27, -0.80, -0.21], [3.46, -1.03, 0.64], [-0.58, -1.33, -0.05], [-0.10, 0.73, -0.25], [-0.23, 0.43, 2.52], [0.16, -1.68, 0.25], [0.86, 0.88, 0.06], [0.67, 0.34, -0.54], [0.44, -0.19, 0.00], [-0.47, 0.65, -0.57], [-0.38, -0.37, 0.14], [-1.82, 0.18, -0.23], [-0.38, -1.60, -0.89], [-0.13, 0.56, 0.20], [0.48, 0.94, 0.97], [-0.83, 1.81, 0.04], [-0.11, -0.45, -1.15], [0.72, -1.16, -0.16]], "mol_weight_g_mol": 118.18, "smiles": "C=C/C=C/CC.O.O", "e_tot_ha": -387.367812, "e_homo_ev": -9.01}



No. 6
{"formula": "C6H14O2", "method": "ωB97M-V with the def2-TZVPD basis set", "symbols": ["C", "C", "C", "C", "C", "C", "H", "H", "H", "H", "H", "H", "H", "H", "H", "H", "O", "H", "H", "O", "H", "H"], "xyz": [[-0.5022, 2.2718, -0.8804], [-1.5339, 1.4424, -1.0623], [-1.8631, 0.5273, 0.0710], [-1.0896, -0.4465, 0.5195], [0.1300, -1.0023, -0.1996], [-1.3712, -1.1551, 1.8175], [0.1919, 2.2356, -0.0562], [-0.4225, 3.1104, -1.5738], [-2.1109, 1.5723, -1.9706], [-2.7133, 0.8379, 0.6662], [0.1415, -2.0767, -0.0383], [1.0473, -0.5250, 0.1129], [0.0110, -0.7735, -1.2609], [-1.1839, -2.2234, 1.7047], [-2.3998, -1.0291, 2.1682], [-0.6936, -0.8774, 2.6359], [2.0064, 0.6499, -2.3861], [1.4006, 0.9685, -1.6989], [1.3438, 0.5830, -3.0891], [3.3049, -1.6899, 1.5767], [2.6611, -1.2227, 2.1075], [3.6454, -1.1775, 0.8363]], "atomic_forces_ev_per_a": [[-0.63, 0.59, -1.09], [0.93, 0.08, 1.06], [-0.12, 0.33, -0.62], [0.61, -0.80, 0.53], [-1.29, 0.72, -0.47], [-0.19, -0.27, 0.30], [-0.15, -0.04, 0.32], [0.51, -0.27, 0.00], [-0.43, -0.17, 0.25], [-0.22, -0.11, -0.01], [0.41, -0.02, -0.10], [0.36, -0.15, 0.31], [0.21, -0.30, 0.01], [-0.20, -0.12, -0.12], [0.15, 0.12, -0.04], [-0.05, 0.32, -0.22], [-0.89, 0.22, -0.03], [0.46, 0.01, 0.25], [0.50, -0.17, -0.32], [0.43, -0.87, 0.00], [0.03, 0.53, -0.33], [-0.45, 0.34, 0.33]], "mol_weight_g_mol": 118.18, "smiles": "C=CC=C(C)C.O.O", "e_tot_ha": -387.429279, "e_homo_ev": -9.27}



The calculation returns the following energy above the lowest of the compared OMol25 structures with the same formula, charge and spin values, one per record and in order: 255.10 740.83 301.81 222.09 366.79 205.41 kJ/mol.